Entry 1:
Molecular formula: C3H5NO2
Method: DFT, ωB97M-V/def2-TZVPD

Last column: natural (NBO) charge in e.
Geometry (Å):
N 0.3733 -1.2121 1.5543  -0.711
C -0.1124 -0.4232 0.7094  0.785
O -0.0136 0.9616 0.8979  -0.520
C 1.0573 1.5275 1.4220  0.169
C -1.0399 0.2566 -1.3903  -0.259
O -0.8106 -0.7352 -0.3807  -0.503
H 0.2281 -2.1774 1.2697  0.369
H 1.7798 0.6839 1.5630  0.074
H -1.4464 1.1736 -0.9585  0.205
H -1.7626 -0.1903 -2.0731  0.204
H -0.1147 0.4751 -1.9339  0.187

Forces on atoms 1 to 3 (eV/Å):
-0.2 0.2 -0.3
0.2 -0.3 0.2
0.1 0.2 0.1

LUMO level in eV: 0.26
ΔE to the lowest compared entry with this formula, charge and spin in eV: 4.493
Total energy in eV: -8773.2015

Entry 2:
Molecular formula: C3H5NO2
Method: DFT, ωB97M-V/def2-TZVPD

Last column: natural (NBO) charge in e.
Geometry (Å):
H 2.5244 0.7908 0.8244  0.359
N 1.5991 0.3849 0.7180  -0.710
C 1.4175 -0.0001 -0.4700  0.404
O 0.2782 -0.5848 -0.8945  -0.496
C -0.7534 -0.7203 0.0846  -0.192
C -1.6143 0.5286 0.0733  0.415
O -1.8180 1.2177 1.0388  -0.482
H 2.1185 0.0631 -1.3065  0.159
H -0.3426 -0.8758 1.0831  0.230
H -1.3473 -1.5785 -0.2429  0.206
H -2.0620 0.7745 -0.9085  0.107

Forces on atoms 1 to 3 (eV/Å):
-0.1 0.0 0.0
0.0 0.0 -0.4
0.1 0.1 0.2

LUMO level in eV: 0.84
ΔE to the lowest compared entry with this formula, charge and spin in eV: 1.723
Structure (SMILES): [H]/N=C/OCC=O
Total energy in eV: -8775.9716

Entry 3:
Molecular formula: C3H5NO2
Method: DFT, ωB97M-V/def2-TZVPD

Last column: natural (NBO) charge in e.
Geometry (Å):
C 1.0200 1.2185 -0.6661  -0.424
N 0.3357 -0.0327 -0.4167  -0.590
C -0.4950 -0.1732 0.6345  0.543
O -0.7160 0.6626 1.4957  -0.594
C -1.1994 -1.5263 0.7042  0.364
O -1.0546 -2.3951 -0.1217  -0.495
H 1.0436 1.7758 0.2727  0.236
H 2.0426 1.0375 -1.0066  0.205
H 0.4930 1.8208 -1.4149  0.199
H 0.3832 -0.7989 -1.0751  0.416
H -1.8612 -1.6171 1.5860  0.139

Forces on atoms 1 to 3 (eV/Å):
0.1 0.1 0.0
-0.2 -0.1 0.1
0.1 0.2 0.0

LUMO level in eV: -0.05
ΔE to the lowest compared entry with this formula, charge and spin in eV: 0.725
Structure (SMILES): CNC(=O)C=O
Total energy in eV: -8776.9695

Entry 4:
Molecular formula: C3H5NO2
Method: DFT, ωB97M-V/def2-TZVPD

Last column: natural (NBO) charge in e.
Geometry (Å):
C 1.0373 1.0014 1.2864  -0.725
C 1.2818 0.4148 -0.0243  0.385
N 1.4796 -0.0443 -1.0671  -0.427
H 0.6999 0.2248 1.9755  0.268
H 0.2513 1.7561 1.2083  0.269
H 1.9605 1.4539 1.6534  0.252
O -1.3962 -0.2723 0.1916  -0.627
C -1.7429 -0.9175 -0.7706  0.662
O -0.9990 -1.2394 -1.8195  -0.683
H -2.7566 -1.3266 -0.8860  0.109
H -0.0921 -0.8738 -1.7034  0.516

Forces on atoms 1 to 3 (eV/Å):
0.0 0.0 0.0
0.2 -0.3 -0.9
-0.1 0.5 1.0

LUMO level in eV: 0.82
ΔE to the lowest compared entry with this formula, charge and spin in eV: 0.541
Structure (SMILES): CC#N.O=CO
Total energy in eV: -8777.1536

Entry 5:
Molecular formula: C3H5NO2
Method: DFT, ωB97M-V/def2-TZVPD

Last column: natural (NBO) charge in e.
Geometry (Å):
O -1.5216 -2.1687 1.0494  -0.463
C -0.5679 -1.7596 0.5236  0.909
N 0.3525 -1.2477 -0.0841  -0.615
C 1.7415 -1.4268 -0.0655  0.534
O 2.4880 -0.6974 -0.6512  -0.491
H 2.0815 -2.2945 0.5251  0.126
C -0.9128 1.9198 -0.2585  -0.851
H -1.5795 1.2466 0.2872  0.204
H -0.9979 2.9262 0.1590  0.212
H -1.2007 1.9366 -1.3125  0.215
H 0.1170 1.5655 -0.1726  0.219

Forces on atoms 1 to 3 (eV/Å):
0.6 0.2 -0.3
-0.2 -0.1 0.1
-0.3 -0.2 0.2

LUMO level in eV: 0.40
ΔE to the lowest compared entry with this formula, charge and spin in eV: 0.947
Structure (SMILES): O=C=NC=O.C
Total energy in eV: -8776.7475

Entry 6:
Molecular formula: C3H5NO2
Method: DFT, ωB97M-V/def2-TZVPD

Last column: natural (NBO) charge in e.
Geometry (Å):
O 0.9085 -1.1721 -1.3188  -0.597
C 1.4195 -0.2038 -0.7964  0.532
N 0.7703 0.6895 0.0156  -0.637
C -0.6417 0.6065 0.1931  0.182
C -1.1877 -0.6948 0.5423  -0.091
O -1.1424 0.3663 1.4917  -0.480
H 2.4851 0.0488 -0.9325  0.115
H 1.2592 1.5265 0.3019  0.403
H -1.2270 1.3242 -0.3836  0.180
H -0.4820 -1.4998 0.7261  0.202
H -2.1618 -0.9913 0.1604  0.189

Forces on atoms 1 to 3 (eV/Å):
0.3 0.4 0.1
-0.1 -0.2 -0.1
0.0 0.0 -0.1

LUMO level in eV: 0.83
ΔE to the lowest compared entry with this formula, charge and spin in eV: 1.760
Structure (SMILES): O=CN[C@H]1CO1
Total energy in eV: -8775.9347

Entry 7:
Molecular formula: C3H5NO2
Method: DFT, ωB97M-V/def2-TZVPD

Last column: natural (NBO) charge in e.
Geometry (Å):
N 1.9126 0.3115 0.5820  -0.558
C 1.2684 -0.2572 -0.2652  0.604
O 0.6121 -1.3624 -0.5679  -0.469
C -0.6987 -0.9238 -0.0379  -0.137
C -0.6620 0.6574 -0.1138  0.078
O -0.3033 1.3760 0.8941  -0.705
H 1.1692 1.1519 0.8499  0.449
H 0.3548 0.6230 -0.9021  0.123
H -0.7565 -1.2490 1.0030  0.216
H -1.4510 -1.3939 -0.6689  0.209
H -1.4457 1.0666 -0.7732  0.192

Forces on atoms 1 to 3 (eV/Å):
-0.2 -0.4 -0.6
0.4 0.2 0.5
0.2 0.0 0.0

LUMO level in eV: 0.29
ΔE to the lowest compared entry with this formula, charge and spin in eV: 5.416
Total energy in eV: -8772.2787

Entry 8:
Molecular formula: C3H5NO2
Method: DFT, ωB97M-V/def2-TZVPD

Last column: natural (NBO) charge in e.
Geometry (Å):
N 1.8312 -0.3273 -2.3456  -0.284
C 1.0846 -0.4542 -1.4715  0.259
C 0.1733 -0.5003 -0.3172  -0.023
O -1.1250 -0.9075 -0.6373  -0.691
C 0.0142 0.8407 0.3952  -0.083
O -0.9394 0.4971 1.4021  -0.698
H 0.6082 -1.1443 0.4869  0.174
H -1.6111 -0.4726 0.1173  0.487
H -0.4174 1.6164 -0.2464  0.207
H 0.9444 1.1776 0.8531  0.187
H -0.5629 -0.3256 1.7634  0.464

Forces on atoms 1 to 3 (eV/Å):
-0.8 -0.2 0.9
0.5 0.2 -0.8
0.3 0.2 0.3

LUMO level in eV: 0.41
ΔE to the lowest compared entry with this formula, charge and spin in eV: 1.944
Structure (SMILES): N#C[C@H](O)CO
Total energy in eV: -8775.7510

Here are the calculated HOMO energy numbers, same order: -9.092, -9.891, -9.988, -10.659, -11.194, -10.290, -9.892, -11.050 (eV).